1.
{"formula": "H22O39S7Zn4", "method": "ωB97M-V/def2-TZVPD", "symbols": ["Zn", "Zn", "Zn", "Zn", "S", "O", "O", "O", "O", "S", "O", "O", "O", "O", "S", "O", "O", "O", "O", "S", "O", "O", "O", "O", "S", "O", "O", "O", "O", "S", "O", "O", "O", "O", "S", "O", "O", "O", "O", "O", "H", "H", "O", "H", "H", "O", "H", "H", "O", "H", "H", "O", "H", "H", "O", "H", "H", "O", "H", "H", "O", "H", "H", "O", "H", "H", "O", "H", "H", "O", "H", "H"], "positions_angstrom": [[-3.231, -4.066, 3.019], [-9.005, -1.642, 3.303], [-5.773, -2.314, 6.809], [-5.038, -0.293, 0.833], [-10.144, -4.626, 3.829], [-10.792, -4.677, 2.523], [-8.983, -5.537, 3.795], [-9.599, -3.307, 4.115], [-11.119, -4.917, 4.885], [-3.658, -0.078, 8.033], [-2.337, -0.651, 8.103], [-3.689, 0.980, 7.054], [-4.660, -1.016, 7.535], [-4.011, 0.389, 9.368], [-5.774, -1.876, 3.669], [-7.154, -2.272, 3.340], [-5.274, -0.969, 2.637], [-5.744, -1.372, 5.071], [-4.848, -3.007, 3.594], [-0.865, -3.283, 5.298], [-2.140, -3.589, 4.644], [0.249, -3.160, 4.453], [-1.039, -2.034, 6.050], [-0.506, -4.290, 6.273], [-3.206, -6.839, 4.548], [-2.101, -6.357, 5.363], [-3.889, -5.739, 3.910], [-2.695, -7.792, 3.529], [-4.122, -7.480, 5.485], [-2.012, -1.496, 1.256], [-0.842, -0.772, 1.762], [-2.490, -2.516, 2.215], [-3.027, -0.500, 0.945], [-1.616, -2.269, 0.005], [-8.263, 0.507, 0.894], [-6.981, -0.141, 0.518], [-8.209, 1.992, 0.930], [-9.342, 0.055, 0.009], [-8.520, 0.035, 2.258], [-5.054, -2.363, 0.141], [-4.697, -2.553, -0.727], [-4.471, -2.820, 0.746], [-7.598, -1.446, 7.380], [-8.437, -1.716, 7.008], [-7.709, -1.550, 8.325], [-8.725, -0.570, 5.045], [-9.382, 0.038, 5.384], [-7.958, -0.429, 5.600], [-4.090, -3.402, 6.559], [-3.375, -3.316, 5.928], [-3.920, -4.234, 7.002], [-5.052, 1.109, 4.643], [-5.345, 0.220, 4.845], [-5.839, 1.555, 4.329], [-6.277, -5.525, 3.461], [-6.219, -5.068, 2.622], [-5.367, -5.644, 3.734], [-7.153, -4.318, 0.742], [-6.432, -3.828, 1.138], [-7.939, -3.831, 0.991], [-9.268, -2.506, 1.478], [-9.753, -3.325, 1.583], [-9.531, -2.180, 0.617], [-4.970, 1.544, 1.539], [-4.417, 2.324, 1.497], [-5.617, 1.744, 2.216], [-2.714, -0.531, 4.741], [-2.898, -0.932, 3.892], [-2.064, -1.108, 5.143], [-6.836, -3.845, 5.701], [-7.078, -3.887, 4.776], [-6.830, -4.757, 5.989]], "mulliken_charge": [-0.2134, -0.2813, -0.2214, 0.1313, 1.1507, -0.9499, -0.6018, -0.3642, -0.7913, 0.9847, -0.6684, -0.7103, -0.4633, -0.8686, -1.5798, 1.3281, 1.3848, 1.2085, 1.8699, 1.2407, -0.5895, -0.8029, -0.7620, -0.8065, 0.9935, -0.6211, -0.7676, -0.8431, -0.8079, 1.5149, -0.7273, -0.4234, -0.7055, -0.8689, 1.1176, -0.5282, -0.8028, -0.8300, -0.4121, -0.5414, 0.2811, 0.0941, -0.5228, 0.2736, 0.3098, -0.2862, 0.1829, 0.2386, 0.1148, -0.0594, 0.1813, -0.5959, -0.0874, 0.2739, -0.5929, 0.1937, 0.6213, -0.7836, -0.0618, 0.6146, -0.1898, 0.2823, 0.1740, -0.2443, 0.2184, 0.2030, -0.5323, -0.1517, 0.4834, -0.1324, -0.0982, 0.2273], "gap_ev": 1.52, "total_charge": -6, "e_homo_ev": 7.8, "energy_ha": -12851.85988}


2.
{"formula": "H23O11", "method": "ωB97M-V/def2-TZVPD", "symbols": ["O", "H", "H", "O", "H", "H", "O", "H", "H", "O", "H", "H", "O", "H", "H", "O", "H", "H", "O", "H", "O", "H", "H", "O", "H", "H", "O", "H", "H", "O", "H", "H", "H", "H"], "positions_angstrom": [[-0.423, -1.424, -3.536], [-0.556, -1.448, -4.499], [1.532, -3.646, 0.658], [-0.281, -0.203, -1.067], [0.053, -0.622, -1.869], [1.331, -1.081, 2.468], [1.677, 2.326, 3.628], [0.970, 2.255, 1.200], [-3.009, -2.422, 0.185], [-0.416, 2.324, -1.214], [0.126, 1.772, -0.591], [2.724, -1.756, -2.329], [2.229, -3.108, 0.226], [-3.523, -2.589, -1.121], [0.046, 2.570, -2.049], [-1.352, 2.658, 3.168], [-0.870, 2.697, 4.003], [1.242, 1.569, 3.976], [0.504, -1.613, 2.311], [2.488, 2.184, 3.193], [1.799, -1.963, -2.113], [2.078, -2.075, -1.177], [0.142, -0.413, -0.272], [-2.777, 1.465, -0.860], [0.707, -1.923, 1.399], [-3.387, 2.021, -1.333], [1.501, 2.140, 0.297], [-2.757, 0.544, -1.385], [1.955, 3.005, 0.376], [-3.298, -1.825, -0.548], [-1.549, 1.777, -1.060], [-2.274, 2.371, 3.168], [3.116, -3.561, 0.069], [0.253, -2.007, -3.303]], "nbo_charge": [-0.9766, 0.4885, 0.5110, -1.0051, 0.5281, 0.4697, -0.9617, 0.5094, 0.4736, -0.9104, 0.5564, 0.4731, -1.0031, 0.4726, 0.5371, -0.9833, 0.4928, 0.4834, -0.9273, 0.4824, -0.9836, 0.4948, 0.4733, -0.8645, 0.4585, 0.5178, -0.9728, 0.5619, 0.4968, -0.9441, 0.5464, 0.4912, 0.5181, 0.4956], "e_above_lowest_kj_mol": 428.6, "gap_ev": 11.20, "total_charge": 1, "e_homo_ev": -13.9, "energy_ha": -841.11892}


3.
{"formula": "H23O11", "method": "ωB97M-V/def2-TZVPD", "symbols": ["O", "H", "H", "O", "H", "H", "O", "H", "H", "O", "H", "H", "O", "H", "H", "O", "H", "H", "O", "H", "O", "H", "H", "O", "H", "H", "O", "H", "H", "O", "H", "H", "H", "H"], "positions_angstrom": [[0.651, 0.123, -2.807], [-0.609, 2.632, -1.830], [-0.389, -0.874, 2.141], [-2.316, 1.120, 0.997], [0.064, 0.788, -2.292], [-1.745, 2.162, -2.675], [1.496, 3.475, 2.843], [1.274, 0.029, 0.161], [1.240, -0.256, -2.060], [0.993, -1.962, -0.133], [1.618, -1.849, 0.602], [-2.126, -1.545, -3.950], [0.454, -1.150, 2.557], [-0.473, 2.423, 0.221], [0.247, -1.452, 3.456], [-2.780, -1.334, 0.376], [-3.303, -2.130, 0.232], [0.184, -0.583, -3.302], [-1.214, 1.880, -1.919], [1.501, 2.462, 2.483], [-2.256, -1.590, -2.999], [-1.719, 0.945, 0.250], [-2.720, 0.309, 1.349], [3.700, -1.894, 1.593], [-3.144, -1.944, -2.884], [4.115, -2.628, 1.131], [0.157, 2.018, 0.838], [2.585, -0.199, -0.584], [-0.393, 2.061, 1.628], [1.798, 0.350, -0.571], [0.143, -1.946, 0.315], [-2.939, -0.691, -0.344], [3.445, -2.222, 2.466], [2.458, 3.471, 2.711]], "nbo_charge": [-0.8235, 0.4976, 0.4795, -0.9819, 0.5675, 0.5099, -0.9219, 0.5134, 0.5730, -0.9775, 0.4996, 0.4750, -0.9724, 0.4601, 0.4936, -0.9775, 0.4947, 0.5536, -0.9486, 0.4588, -0.9645, 0.4683, 0.5045, -0.9623, 0.4904, 0.4820, -0.9537, 0.4931, 0.4992, -0.9492, 0.4809, 0.4890, 0.4869, 0.4622], "e_above_lowest_kj_mol": 400.3, "gap_ev": 9.63, "total_charge": 1, "e_homo_ev": -13.1, "energy_ha": -841.12972}


What did the third record say?
{"formula": "H23O11", "method": "ωB97M-V/def2-TZVPD", "symbols": ["O", "H", "H", "O", "H", "H", "O", "H", "H", "O", "H", "H", "O", "H", "H", "O", "H", "H", "O", "H", "O", "H", "H", "O", "H", "H", "O", "H", "H", "O", "H", "H", "H", "H"], "positions_angstrom": [[0.651, 0.123, -2.807], [-0.609, 2.632, -1.830], [-0.389, -0.874, 2.141], [-2.316, 1.120, 0.997], [0.064, 0.788, -2.292], [-1.745, 2.162, -2.675], [1.496, 3.475, 2.843], [1.274, 0.029, 0.161], [1.240, -0.256, -2.060], [0.993, -1.962, -0.133], [1.618, -1.849, 0.602], [-2.126, -1.545, -3.950], [0.454, -1.150, 2.557], [-0.473, 2.423, 0.221], [0.247, -1.452, 3.456], [-2.780, -1.334, 0.376], [-3.303, -2.130, 0.232], [0.184, -0.583, -3.302], [-1.214, 1.880, -1.919], [1.501, 2.462, 2.483], [-2.256, -1.590, -2.999], [-1.719, 0.945, 0.250], [-2.720, 0.309, 1.349], [3.700, -1.894, 1.593], [-3.144, -1.944, -2.884], [4.115, -2.628, 1.131], [0.157, 2.018, 0.838], [2.585, -0.199, -0.584], [-0.393, 2.061, 1.628], [1.798, 0.350, -0.571], [0.143, -1.946, 0.315], [-2.939, -0.691, -0.344], [3.445, -2.222, 2.466], [2.458, 3.471, 2.711]], "nbo_charge": [-0.8235, 0.4976, 0.4795, -0.9819, 0.5675, 0.5099, -0.9219, 0.5134, 0.5730, -0.9775, 0.4996, 0.4750, -0.9724, 0.4601, 0.4936, -0.9775, 0.4947, 0.5536, -0.9486, 0.4588, -0.9645, 0.4683, 0.5045, -0.9623, 0.4904, 0.4820, -0.9537, 0.4931, 0.4992, -0.9492, 0.4809, 0.4890, 0.4869, 0.4622], "e_above_lowest_kj_mol": 400.3, "gap_ev": 9.63, "total_charge": 1, "e_homo_ev": -13.1, "energy_ha": -841.12972}